Entry 1:
41
Properties=species:S:1:pos:R:3 method="wB97M-V/def2-TZVPD" energy_ha=-1043.9179 lumo_ev="0.4841 / -1.4494" homo_ev="-5.74 / -7.32" homo_lumo_gap_ev="6.22 / 5.87" multiplicity=5 e_above_lowest_kj_mol=334.8
C -3.045 0.999 2.022
C -2.737 -0.310 2.755
C -1.318 -0.546 2.614
H -3.295 -1.230 2.761
C -0.709 0.760 2.264
C -1.696 1.616 1.757
H -1.586 2.687 1.561
H -3.831 1.721 1.844
H -0.812 -1.419 2.990
H 0.328 1.024 2.544
C -1.776 -1.878 -1.339
C -3.123 -1.780 -0.813
C -3.680 -0.476 -1.179
H -3.411 -2.520 -0.072
C -2.565 0.325 -1.711
C -1.508 -0.600 -1.990
H -0.669 -0.420 -2.724
H -1.111 -2.750 -1.352
H -4.638 -0.054 -1.308
H -2.763 1.292 -2.151
Ir -1.553 -0.242 0.311
O 0.289 -0.754 0.026
C 1.466 -0.739 0.807
C 2.307 0.456 0.508
H 1.305 -0.778 1.914
H 2.042 -1.631 0.476
H 2.007 1.396 1.049
H 4.522 1.845 0.821
C 4.497 1.332 -0.149
C 3.329 0.530 -0.425
C 3.303 -0.180 -1.693
H 2.396 -0.752 -1.928
C 4.372 -0.083 -2.572
H 4.334 -0.613 -3.531
C 5.508 0.680 -2.247
H 6.356 0.736 -2.945
C 5.566 1.380 -1.026
H 6.450 1.964 -0.763
O -5.992 -0.492 1.284
C -4.842 -0.427 0.986
N -3.719 -0.068 0.622

---

Entry 2:
77
Properties=species:S:1:pos:R:3 method="wB97M-V/def2-TZVPD" energy_ha=-4625.4526 charge=+2 lumo_ev=-6.9002 homo_ev=-12.29 homo_lumo_gap_ev=5.39 e_above_lowest_kj_mol=41.1
C -3.241 -1.312 5.817
C -2.878 -1.822 4.555
C -3.693 -2.812 3.961
C -4.971 -3.015 4.504
N -5.352 -2.428 5.636
C -4.529 -1.614 6.291
C -1.814 -1.209 3.749
C -1.580 -0.391 2.843
C -1.428 0.468 1.726
C -1.033 1.832 1.828
C -0.521 2.482 0.721
C -0.477 1.810 -0.522
C -1.185 0.583 -0.678
C -1.676 -0.076 0.433
Ba 0.519 -1.978 2.600
P 0.135 2.705 -1.969
H -3.392 -3.302 3.029
H -2.582 -0.636 6.360
H -5.684 -3.661 3.987
H -4.885 -1.166 7.219
H -2.242 -1.011 0.350
H -1.178 2.355 2.773
H -1.296 0.123 -1.664
H -0.078 3.479 0.803
C 1.893 2.318 -2.241
C 2.409 2.296 -3.669
H 2.071 1.307 -1.793
H 2.448 3.028 -1.605
H 3.503 2.194 -3.634
H 2.010 1.441 -4.238
H 2.164 3.227 -4.189
C -0.927 2.280 -3.328
C -2.421 2.380 -3.031
H -0.635 1.259 -3.628
H -0.634 2.960 -4.136
H -2.978 2.142 -3.947
H -2.760 1.695 -2.247
H -2.696 3.394 -2.735
C 0.092 4.464 -1.632
C 0.148 5.350 -2.873
H 0.977 4.624 -0.990
H -0.802 4.682 -1.023
H 0.045 6.401 -2.562
H 1.093 5.244 -3.425
H -0.685 5.134 -3.560
Br 1.681 0.125 -0.014
P 1.424 -3.473 -1.675
C 0.855 -2.066 -2.715
C 1.095 -2.278 -4.214
H 1.373 -1.169 -2.334
H -0.219 -1.925 -2.526
H 0.692 -1.431 -4.785
H 2.159 -2.365 -4.462
H 0.593 -3.185 -4.572
C 3.044 -2.906 -1.008
C 4.069 -4.039 -0.938
H 2.869 -2.431 -0.032
H 3.396 -2.111 -1.679
H 5.010 -3.660 -0.545
H 3.734 -4.852 -0.291
H 4.268 -4.454 -1.930
C 0.139 -3.585 -0.371
C -0.933 -4.573 -0.853
H -0.277 -2.578 -0.202
H 0.638 -3.980 0.536
H -1.595 -4.851 -0.030
H -1.559 -4.159 -1.648
H -0.485 -5.496 -1.242
N 3.400 2.073 2.732
N 2.503 1.554 3.650
N 1.640 2.380 4.289
C 0.671 1.533 4.635
N 0.860 0.279 4.160
N 2.037 0.314 3.471
H 4.005 1.328 2.399
H 3.846 2.903 3.103
H -0.185 1.852 5.226

---

Entry 3:
20
Properties=species:S:1:pos:R:3 method="wB97M-V/def2-TZVPD" energy_ha=-415.6019 lumo_ev=0.3590 homo_ev=-6.34 homo_lumo_gap_ev=6.70 e_above_lowest_kj_mol=511.8
C -1.316 1.779 0.504
C 1.450 0.437 -0.143
N -1.689 0.910 -0.349
O -1.019 3.075 0.308
H -1.196 3.343 -0.606
H -1.153 1.481 1.530
H -0.534 -0.292 -0.438
H -1.805 1.270 -1.295
H 1.373 1.167 -0.945
H 1.306 0.841 0.855
H 2.426 -0.044 -0.154
C -0.071 -1.746 1.513
N 0.637 -1.087 -1.898
N 0.427 -0.809 -0.513
N 0.536 -1.920 0.233
H -0.153 -1.640 -2.220
H 1.478 -1.655 -1.973
H -0.041 -2.705 2.022
H 0.464 -1.003 2.137
H -1.119 -1.404 1.433

---

Entry 4:
12
Properties=species:S:1:pos:R:3 method="wB97M-V/def2-TZVPD" energy_ha=-1464.3069 lumo_ev="0.0738 / -0.7316" homo_ev="-5.76 / -6.39" homo_lumo_gap_ev="5.83 / 5.66" multiplicity=2 e_above_lowest_kj_mol=255.3
H -0.856 2.777 -1.631
O -0.553 1.868 -1.715
C 0.237 1.545 -0.589
C 0.455 0.093 -0.521
C 1.046 -0.977 -0.747
H -0.252 1.867 0.347
H 1.221 2.044 -0.633
H 1.624 -1.716 -1.281
C -0.568 -1.482 1.034
O 0.114 -2.137 1.910
Yb -1.451 -1.824 3.638
H -1.018 -2.059 0.187

---

Entry 5:
26
Properties=species:S:1:pos:R:3 method="wB97M-V/def2-TZVPD" energy_ha=-1638.6387 lumo_ev=0.1562 homo_ev=-8.19 homo_lumo_gap_ev=8.35
O -1.713 -1.427 -1.281
C -0.952 -0.471 -1.192
N 0.008 -0.438 -0.253
N 0.138 -1.509 0.618
C 0.787 -1.332 1.796
C 0.820 -2.331 2.780
C 1.565 -2.096 3.914
C 2.258 -0.896 4.057
C 2.152 0.017 3.022
Cl 2.969 1.528 3.112
N 1.446 -0.177 1.927
C -1.064 0.705 -2.104
C -2.234 0.756 -2.867
C -2.459 1.792 -3.754
C -1.483 2.770 -3.861
N -0.365 2.734 -3.160
C -0.156 1.748 -2.317
Cl 1.374 1.869 -1.519
H 0.651 0.325 -0.062
H -0.587 -2.207 0.486
H 0.273 -3.249 2.639
H 1.615 -2.838 4.696
H 2.849 -0.680 4.929
H -2.947 -0.045 -2.737
H -3.360 1.837 -4.343
H -1.584 3.615 -4.528

---

Entry 6:
27
Properties=species:S:1:pos:R:3 method="wB97M-V/def2-TZVPD" energy_ha=-2237.5154 charge=+1 lumo_ev="-4.2775 / -7.3716" homo_ev="-9.56 / -12.05" homo_lumo_gap_ev="5.29 / 4.68" multiplicity=4 e_above_lowest_kj_mol=188.4
O -0.588 3.827 -0.071
C -0.339 3.290 -1.053
Co -0.204 -0.661 -3.517
C -0.322 -2.043 -2.468
O -0.424 -2.977 -1.799
C -0.321 -1.632 -4.974
O -0.403 -2.169 -6.000
C 1.313 0.121 -3.053
O 2.337 0.572 -2.774
C -1.518 0.331 -2.898
O -2.357 1.032 -2.545
H -0.261 2.316 -1.732
C 0.530 -0.386 3.604
N -0.169 0.058 2.399
C -1.378 0.831 2.558
C 0.281 -0.124 1.127
C 1.530 -0.933 0.919
O -0.327 0.384 0.164
H -0.043 -0.069 4.479
H 1.539 0.045 3.686
H 0.631 -1.479 3.642
H -1.251 1.816 2.086
H -2.220 0.294 2.094
H -1.568 0.966 3.625
H 1.306 -1.751 0.226
H 2.282 -0.297 0.440
H 1.945 -1.361 1.836

---

Entry 7:
269
Properties=species:S:1:pos:R:3 method="wB97M-V/def2-TZVPD" energy_ha=-4444.1161 lumo_ev=0.4628 homo_ev=-8.01 homo_lumo_gap_ev=8.47 e_above_lowest_kj_mol=164.3
C -4.283 3.765 1.139
C -5.633 4.387 1.399
C -6.002 4.307 2.859
C -5.546 5.783 0.944
C -5.484 5.933 -0.603
C -6.770 5.292 -1.235
C -6.810 3.777 -0.878
C -8.142 3.142 -1.362
C -5.662 2.951 -1.541
N -6.764 3.795 0.636
O -6.841 2.418 1.089
H -3.742 3.983 0.258
H -3.603 3.937 1.965
H -4.531 2.728 1.163
H -5.986 3.319 3.233
H -5.245 4.888 3.406
H -6.995 4.766 3.141
H -6.368 6.353 1.346
H -4.654 6.237 1.424
H -5.426 6.986 -0.951
H -4.662 5.419 -1.041
H -6.905 5.603 -2.270
H -7.668 5.746 -0.781
H -8.164 2.091 -1.110
H -8.195 3.232 -2.484
H -9.070 3.655 -1.026
H -5.688 2.908 -2.608
H -5.758 1.877 -1.221
H -4.636 3.280 -1.293
H -7.617 2.424 1.649
C 6.014 0.112 0.389
C 6.688 -1.090 1.094
C 6.612 -2.370 0.188
C 8.095 -0.727 1.404
C 8.773 -1.758 2.333
C 7.927 -1.977 3.549
C 6.475 -2.197 3.381
C 6.180 -3.703 3.120
C 5.761 -1.946 4.702
N 6.008 -1.186 2.398
O 4.598 -1.429 2.098
H 6.590 0.266 -0.501
H 4.985 -0.092 0.102
H 6.023 0.975 1.017
H 6.657 -2.090 -0.927
H 7.403 -3.064 0.449
H 5.650 -2.870 0.452
H 8.662 -0.661 0.483
H 8.136 0.243 1.893
H 8.932 -2.735 1.750
H 9.814 -1.519 2.585
H 7.972 -1.093 4.216
H 8.360 -2.814 4.159
H 6.695 -4.207 2.342
H 5.122 -3.865 3.024
H 6.634 -4.235 3.965
H 6.061 -0.979 5.097
H 6.188 -2.585 5.527
H 4.653 -2.041 4.693
H 4.147 -0.778 2.652
C 4.068 -5.690 -0.084
C 3.529 -7.071 0.275
C 3.462 -7.909 -1.059
C 4.517 -7.762 1.230
C 4.509 -7.334 2.622
C 3.106 -7.604 3.188
C 2.128 -6.741 2.352
C 0.679 -7.058 2.699
C 2.217 -5.258 2.659
N 2.230 -7.111 0.896
O 1.279 -6.332 0.119
H 3.491 -5.257 -0.878
H 4.034 -4.985 0.759
H 5.099 -5.713 -0.436
H 2.877 -7.362 -1.771
H 4.439 -7.876 -1.527
H 3.132 -8.908 -0.947
H 4.225 -8.800 1.324
H 5.496 -7.755 0.768
H 5.210 -7.971 3.171
H 4.807 -6.249 2.734
H 2.988 -7.210 4.243
H 2.865 -8.690 3.224
H -0.042 -6.490 2.123
H 0.482 -6.934 3.773
H 0.416 -8.104 2.401
H 3.137 -4.818 2.430
H 1.911 -5.022 3.701
H 1.508 -4.750 2.003
H 0.787 -6.978 -0.375
C 1.613 -0.634 -6.210
C 2.391 -1.515 -5.229
C 1.899 -2.969 -5.331
C 3.924 -1.468 -5.549
C 4.843 -1.717 -4.366
C 4.412 -0.992 -3.124
C 2.973 -1.298 -2.703
C 2.823 -2.726 -2.259
C 2.612 -0.425 -1.536
N 2.123 -0.893 -3.871
O 0.752 -0.840 -3.507
H 2.142 0.270 -6.371
H 1.512 -1.109 -7.157
H 0.621 -0.453 -5.838
H 1.118 -3.241 -4.687
H 1.701 -3.245 -6.359
H 2.720 -3.657 -5.019
H 4.161 -2.163 -6.391
H 4.190 -0.499 -5.943
H 5.038 -2.748 -4.158
H 5.797 -1.233 -4.616
H 4.516 0.071 -3.369
H 5.057 -1.191 -2.233
H 3.369 -2.864 -1.300
H 3.240 -3.582 -2.858
H 1.811 -3.046 -2.042
H 3.426 -0.454 -0.816
H 1.631 -0.754 -1.082
H 2.542 0.650 -1.811
H 0.239 -1.693 -3.488
C -7.610 -1.350 4.833
C -6.355 -2.123 4.482
C -5.468 -2.454 5.657
C -6.852 -3.371 3.729
C -5.680 -4.131 3.122
C -5.206 -3.215 1.985
C -4.718 -1.879 2.398
C -3.287 -1.967 2.957
C -4.724 -0.907 1.252
N -5.639 -1.287 3.395
O -5.019 -0.148 4.063
H -8.362 -2.032 5.310
H -7.394 -0.521 5.533
H -8.108 -1.010 4.006
H -4.504 -2.839 5.308
H -5.252 -1.582 6.293
H -5.954 -3.251 6.286
H -7.476 -3.916 4.413
H -7.430 -3.019 2.884
H -4.857 -4.142 3.862
H -5.949 -5.098 2.722
H -6.160 -3.128 1.340
H -4.435 -3.680 1.361
H -3.149 -2.861 3.599
H -3.193 -1.128 3.694
H -2.487 -1.966 2.222
H -4.316 0.024 1.675
H -5.766 -0.772 0.982
H -4.125 -1.267 0.432
H -5.364 0.686 3.638
C -1.669 3.169 4.284
O -0.388 3.260 3.759
C 0.527 3.831 4.758
C 0.376 5.387 4.799
C 1.205 5.942 3.655
N 0.738 5.911 6.144
H -1.778 2.365 5.002
H -2.395 2.999 3.496
H -2.031 4.053 4.801
H 0.344 3.328 5.677
H 1.480 3.561 4.408
H -0.664 5.672 4.588
H 1.192 5.368 2.728
H 2.230 5.929 3.996
H 0.980 6.992 3.484
H 0.624 6.894 6.246
H 1.656 5.559 6.503
C -0.819 3.612 -5.963
O 0.226 2.745 -6.226
C 1.492 3.292 -6.153
C 1.862 3.608 -4.702
C 3.358 4.150 -4.635
N 1.712 2.424 -3.858
H -0.875 4.396 -6.797
H -0.779 3.938 -4.902
H -1.727 3.048 -6.060
H 2.154 2.520 -6.612
H 1.549 4.213 -6.777
H 1.154 4.454 -4.303
H 3.451 5.253 -4.687
H 4.020 3.717 -5.441
H 3.883 3.873 -3.752
H 2.279 1.636 -4.257
H 0.755 2.039 -3.953
C -4.092 -5.696 -1.345
O -3.245 -4.655 -1.859
C -1.869 -5.018 -1.828
C -0.943 -3.836 -1.934
C -1.253 -2.706 -0.954
N -0.988 -3.249 -3.330
H -3.928 -6.662 -1.751
H -5.127 -5.370 -1.545
H -3.954 -5.846 -0.254
H -1.667 -5.375 -0.807
H -1.547 -5.756 -2.613
H 0.042 -4.270 -1.678
H -2.201 -2.255 -1.150
H -0.531 -1.923 -1.126
H -1.182 -3.008 0.085
H -1.783 -2.643 -3.413
H -1.173 -4.021 -3.986
C 1.449 7.617 -3.278
O 1.156 6.454 -2.456
C 0.603 6.851 -1.254
C -0.894 6.861 -1.284
C -1.367 7.171 0.123
N -1.459 5.605 -1.727
H 1.951 8.333 -2.669
H 0.563 8.082 -3.724
H 2.052 7.262 -4.106
H 0.909 6.069 -0.513
H 0.941 7.803 -0.860
H -1.173 7.623 -1.988
H -0.880 6.576 0.878
H -2.429 6.901 0.292
H -1.228 8.175 0.315
H -1.607 4.973 -0.870
H -0.802 5.126 -2.354
C -2.298 0.484 -4.227
O -3.327 -0.486 -4.273
C -4.139 -0.399 -3.108
C -5.425 -1.103 -3.456
C -6.365 -1.065 -2.273
N -5.365 -2.482 -3.950
H -2.712 1.496 -4.170
H -1.771 0.370 -5.161
H -1.528 0.237 -3.411
H -3.547 -0.945 -2.307
H -4.336 0.670 -2.871
H -5.923 -0.451 -4.209
H -7.360 -1.345 -2.596
H -6.422 -0.102 -1.810
H -6.213 -1.818 -1.489
H -4.691 -2.570 -4.664
H -5.030 -2.982 -3.098
C 3.665 2.174 3.003
O 4.051 3.307 2.369
C 3.214 3.782 1.325
C 3.609 3.266 -0.013
C 4.962 3.776 -0.485
N 2.494 3.654 -0.932
H 4.455 1.833 3.680
H 3.443 1.388 2.292
H 2.756 2.313 3.648
H 2.205 3.387 1.405
H 3.171 4.848 1.369
H 3.714 2.181 0.109
H 5.196 3.422 -1.464
H 5.663 3.514 0.269
H 4.972 4.883 -0.588
H 2.348 3.034 -1.759
H 2.764 4.599 -1.234
C 1.041 -0.999 1.763
O 0.107 -0.366 0.860
C 0.286 1.000 0.952
C -0.990 1.717 0.456
C -1.234 1.341 -0.996
N -0.936 3.173 0.732
H 0.764 -0.938 2.844
H 2.008 -0.518 1.504
H 1.158 -2.052 1.430
H 0.498 1.230 2.053
H 1.184 1.377 0.472
H -1.825 1.344 1.030
H -0.390 1.686 -1.611
H -2.142 1.770 -1.401
H -1.260 0.275 -1.107
H 0.014 3.347 0.398
H -0.884 3.340 1.706